[1]
89
Properties=species:S:1:pos:R:3:forces:R:3:mulliken_charge:R:1 method="wB97M-V/def2-TZVPD" lumo_ev="-4.75 / -4.76" charge=+1 largest_force_ha_per_bohr=0.0120 e_tot_ha=-15895.40059
Sb 3.44736 1.04149 -4.29344 0.03 -0.38 -0.13 0.412
Se 0.94169 1.45882 -2.53915 -0.10 0.09 0.05 -0.183
Se 4.30676 3.17195 -4.19905 0.09 0.34 0.02 -0.395
Se 4.23251 -0.06252 -1.97819 -0.18 0.05 0.16 -0.276
Se 2.59114 1.28193 -0.95356 0.10 0.01 -0.09 0.197
Mn 0.34962 0.20573 -0.43358 -0.10 0.35 0.50 -0.054
Cl -3.07085 3.08093 -8.05369 0.00 -0.01 0.04 -0.183
Cl 3.50488 -3.83489 -2.10066 0.07 0.00 0.04 -0.099
Cl -1.88842 7.79737 5.04061 0.02 -0.04 -0.03 -0.191
Cl 7.71384 -1.66349 4.84725 -0.03 0.01 -0.02 -0.193
Cl 2.30563 -2.42105 -4.39114 0.01 -0.03 0.01 -0.108
Cl -4.29262 -7.68253 1.04042 0.03 0.03 -0.01 -0.189
O 1.24285 -1.49362 -1.69443 0.00 -0.24 -0.11 0.230
O 0.20654 -3.51833 -1.52170 0.22 0.09 -0.14 -0.627
N 0.94992 1.14054 1.37720 -0.23 -0.05 -0.07 1.094
N 0.57110 -1.44733 0.86647 0.05 0.04 -0.06 -0.350
N -1.11275 1.77487 -0.37389 0.25 -0.10 0.19 1.403
N -1.36543 -0.76685 -1.15687 -0.10 0.08 -0.13 0.150
C -1.96923 0.89449 -4.92396 -0.02 -0.01 -0.02 -0.142
C -2.08784 -0.23295 -2.25136 -0.04 -0.28 0.18 0.292
C -2.15790 1.33140 -6.22249 0.02 -0.02 0.09 -1.206
C -0.87126 4.24455 2.47368 -0.01 -0.01 -0.13 -0.618
C -2.77618 -1.30596 -2.92854 0.11 0.17 -0.10 -1.522
C 0.64394 2.35316 1.90433 -0.09 0.12 -0.14 0.104
C -2.02927 1.96172 -1.30278 -0.22 -0.22 -0.38 1.155
C -3.29992 3.28119 -5.37604 0.01 -0.04 0.03 -1.327
C 6.19344 -1.35502 4.08002 0.05 -0.03 0.08 0.399
C -0.96435 5.51484 1.91057 -0.02 0.06 0.03 -0.094
C -2.62874 -4.07694 0.77537 -0.02 -0.01 0.00 -0.015
C -1.49209 6.43198 4.05270 -0.02 0.08 0.04 0.372
C 1.67977 -1.62776 1.71236 -0.08 -0.07 -0.17 0.029
C -1.39040 2.74103 0.60218 0.01 0.06 -0.21 -0.347
C -1.57934 -2.05435 -1.20663 0.13 -0.12 -0.07 0.416
C 3.75841 -0.87720 2.84799 0.00 -0.02 0.00 -0.556
C 2.48422 -0.60399 2.14674 0.05 0.22 0.04 1.349
C 3.81553 -1.60019 4.03688 -0.03 0.01 0.06 -0.142
C 0.79241 -3.66141 1.41117 0.07 0.08 -0.05 -1.671
C -2.49964 -2.43845 -2.24665 0.08 0.03 0.11 -1.558
C -2.98732 2.96672 -0.94849 0.06 0.06 0.19 -1.556
C -1.26636 6.61461 2.69798 0.01 -0.05 -0.01 -1.050
C 2.02723 -3.39936 -2.95366 -0.14 -0.03 -0.06 -0.008
C -1.41164 -5.53778 -0.69358 -0.01 -0.04 -0.02 0.335
C -1.08387 4.08521 3.84068 0.02 0.00 0.04 -0.034
C -2.24105 -6.59129 -0.32680 0.03 0.06 -0.01 -1.090
C -0.54829 3.07828 1.61583 0.17 -0.03 0.20 1.393
C 1.11959 -2.65885 -1.97997 -0.13 -0.10 0.08 0.194
C -2.46800 1.61704 -3.82918 0.07 -0.03 0.13 0.766
C -3.46024 -5.11779 1.14497 0.04 0.02 -0.03 -1.129
C 2.53145 1.75204 2.92384 -0.08 0.21 -0.03 -1.586
C -2.83654 2.51900 -6.44012 0.00 0.04 -0.12 0.477
C 5.02922 -1.83658 4.66010 0.02 0.04 -0.05 -0.996
C 2.08170 0.75060 2.03674 -0.06 -0.30 0.08 0.583
C 6.15806 -0.62191 2.90508 -0.05 0.02 -0.03 -1.102
C -2.18180 1.09968 -2.48427 -0.03 0.24 0.04 -0.121
C 0.09552 -2.66590 0.67283 0.05 -0.04 -0.13 0.242
C -3.25666 -6.37218 0.58613 -0.07 -0.09 0.03 0.292
C -2.59051 3.44335 0.25720 0.03 -0.05 -0.05 -1.155
C 1.82725 -3.01325 2.01241 -0.01 0.00 0.07 -1.308
C 1.60723 2.76696 2.84961 0.15 -0.12 0.02 -1.702
C -1.40535 5.17454 4.63181 0.00 -0.01 -0.01 -1.000
C 4.93661 -0.37326 2.30045 0.06 -0.05 -0.01 0.131
C -1.60474 -4.28106 -0.14529 -0.01 0.09 0.09 -0.301
C -0.74851 -3.07578 -0.49109 -0.23 -0.03 0.03 2.623
C -3.10235 2.83860 -4.08341 -0.05 0.07 -0.04 -0.285
H -3.45686 -1.17821 -3.75413 0.00 0.02 -0.01 0.675
H -1.32665 7.60429 2.26806 0.00 0.01 0.00 0.423
H 1.54354 -4.31892 -3.26494 0.03 0.02 -0.02 0.345
H 0.56406 -4.71367 1.42928 -0.01 -0.01 -0.02 0.617
H -2.77905 -3.09540 1.21205 0.01 0.00 0.00 0.495
H 2.90439 -1.94756 4.50669 -0.03 -0.02 -0.05 0.621
H -3.80299 4.21817 -5.56678 0.00 0.01 0.00 0.441
H 3.38964 1.68240 3.57023 0.00 -0.01 0.01 0.603
H 4.90624 0.20038 1.38160 -0.01 0.00 0.00 0.428
H -1.58810 5.05724 5.69050 0.00 -0.01 0.00 0.424
H -3.87385 3.23664 -1.49350 0.00 -0.05 0.09 0.627
H -1.76084 0.77159 -7.05710 0.00 0.00 -0.01 0.434
H -2.09851 -7.57629 -0.74795 0.00 -0.01 0.00 0.461
H 1.58733 3.68897 3.40389 0.02 0.01 0.01 0.674
H -1.37696 0.00607 -4.75309 -0.01 -0.04 0.02 0.499
H -0.61813 -5.71220 -1.40565 0.00 0.00 0.00 0.439
H 2.60403 -3.45028 2.61537 0.03 0.03 0.04 0.668
H -3.06490 4.20034 0.85812 0.00 0.00 0.01 0.720
H -4.25765 -4.96614 1.85816 -0.01 0.00 0.01 0.448
H 7.07499 -0.24865 2.47187 0.01 0.00 0.00 0.444
H -2.87814 -3.43302 -2.41292 0.00 -0.01 0.00 0.695
H 5.07643 -2.38286 5.59129 0.00 -0.01 0.00 0.426
H -3.45332 3.46272 -3.27806 0.03 -0.04 -0.12 0.160
H -1.00960 3.10175 4.28720 0.00 -0.01 -0.01 0.512
H -0.78107 5.64783 0.85187 0.01 -0.01 0.00 0.555


[2]
83
Properties=species:S:1:pos:R:3:forces:R:3:mulliken_charge:R:1 method="wB97M-V/def2-TZVPD" lumo_ev=-3.01 de_lowest_ev=1.145 charge=+1 largest_force_ha_per_bohr=0.0599 e_tot_ha=-7295.02346
I 2.78720 0.31351 -1.08476 0.40 -0.13 -0.18 0.202
Y -0.20649 0.10193 -0.23131 -1.54 -0.87 -0.89 0.199
Br -3.06453 -0.93275 -0.45791 -0.11 0.07 -0.14 -0.167
Se -0.71705 1.40299 -2.67726 -0.17 0.54 -0.70 -0.356
O -0.58936 -5.89422 -0.79134 -0.28 0.13 0.11 -0.546
O 0.18392 1.99683 0.13339 0.71 2.70 1.29 -0.344
O 0.97084 3.47555 4.03693 0.01 0.13 -0.10 -0.653
O 0.34245 -1.06701 1.36136 0.20 -1.32 1.23 -1.052
N -1.71349 -3.44184 3.06862 0.05 -0.11 -0.29 -0.591
N -0.99388 1.87235 2.16330 0.02 -0.28 -0.13 -0.076
N 0.01864 0.83128 -5.37143 0.53 0.36 -0.41 0.318
N -1.51479 -0.50130 -4.70124 -0.57 -0.53 0.00 0.423
N 0.43797 -1.85740 -1.28883 0.54 -0.61 -0.84 0.494
N -1.73224 0.94677 1.52038 0.57 0.51 0.04 0.400
C 2.94848 -0.87179 -3.84094 0.00 -0.07 -0.20 -0.601
C -0.74492 0.52541 -4.31003 0.14 -0.27 -0.28 -0.145
C 0.05154 -2.97330 -0.78541 0.01 -0.28 0.38 -0.563
C -3.69344 -0.39114 1.26302 0.84 0.63 0.01 0.408
C -1.74247 -5.25831 -0.22120 0.29 -0.09 -0.05 -0.920
C 0.08128 4.75227 0.70654 0.04 0.08 0.01 -0.600
C 0.80508 5.67558 3.22510 0.00 0.15 0.02 -0.635
C 0.15498 6.11728 0.94350 0.03 -0.07 0.08 -0.856
C 0.51733 6.57242 2.21031 -0.02 0.04 -0.08 -0.345
C -0.92994 -2.41236 2.83076 -0.19 -0.11 0.22 0.690
C 1.01679 1.91081 -5.39900 -0.25 -0.39 -0.11 -0.878
C -1.22472 -0.85756 -6.01759 -0.31 -0.02 0.51 -0.523
C -5.10355 -0.42992 5.44262 0.01 0.00 -0.06 -0.749
C 1.54134 -2.57826 -4.78360 0.03 -0.03 0.02 -0.920
C -4.77640 -0.98989 1.71631 -0.80 -0.41 0.60 -0.894
C 0.36057 3.83943 1.71965 -0.04 0.09 -0.24 0.404
C -5.34521 -0.81100 3.07232 0.07 0.07 -0.37 0.443
C -4.53578 -0.59774 4.18558 0.17 -0.07 0.23 0.108
C -2.52680 -1.12958 -3.85131 0.26 0.08 -0.33 -0.924
C 2.22937 -0.94255 -2.66027 0.17 0.05 0.08 -0.035
C 2.59939 -1.68788 -4.91078 0.02 -0.01 0.03 -0.681
C -1.94936 -4.33032 2.06909 -0.01 0.23 0.56 -1.305
C 0.24097 2.35550 1.46812 -0.64 0.28 -0.34 -0.253
C -0.37190 -2.16531 1.54556 0.49 0.40 -0.09 1.230
C -6.48407 -0.47440 5.59782 0.03 0.02 -0.03 -0.438
C 0.83711 -2.65356 -3.59038 -0.11 -0.07 -0.12 -0.069
C -1.40648 -4.22303 0.82202 0.01 -0.12 -0.40 0.936
C -7.29598 -0.70505 4.49318 0.03 -0.01 -0.03 -0.577
C -0.26298 -0.02139 -6.43451 0.23 0.45 0.21 -0.534
C -6.72729 -0.87835 3.23986 -0.17 -0.05 -0.01 -0.585
C -0.60253 -3.09769 0.52688 0.24 -0.07 -0.40 0.060
C 0.72236 4.31418 2.97523 0.02 -0.16 0.30 0.558
C -2.90527 0.66441 1.91240 -0.61 -0.44 0.04 -0.590
C -0.60873 -1.45505 3.94238 -0.04 -0.13 0.07 -1.296
C 1.17361 -1.83801 -2.51503 -0.25 -0.23 0.23 0.082
H -3.26452 -1.60844 -4.48826 -0.02 -0.03 -0.01 0.333
H 0.58344 7.63719 2.40827 -0.01 -0.10 -0.03 0.373
H -1.25904 -1.66266 4.78970 0.02 -0.01 0.01 0.375
H 0.26649 -3.90254 -1.31177 -0.08 -0.08 0.05 1.077
H 1.13248 2.57853 3.72874 -0.02 -0.05 0.03 0.336
H -8.37255 -0.75729 4.60990 0.09 0.02 -0.02 0.388
H -2.60317 -5.16614 2.30983 0.08 0.14 0.04 0.355
H 0.00053 -3.34192 -3.49379 0.12 0.07 -0.01 0.506
H 3.78191 -0.18489 -3.92718 -0.04 -0.05 0.01 0.512
H -2.26676 -4.80226 -1.05961 -0.01 0.06 -0.11 0.277
H -2.41948 -5.99320 0.21353 -0.03 -0.08 0.01 0.434
H 1.07315 1.84421 1.95199 0.42 -0.25 0.09 0.215
H 1.26061 2.10805 -6.43878 0.03 0.02 -0.01 0.338
H -3.45215 -0.60983 4.07635 -0.24 -0.06 0.09 0.228
H -7.36143 -1.06481 2.37739 0.06 0.02 0.10 0.415
H 3.16236 -1.63180 -5.83612 -0.05 0.00 0.08 0.464
H -2.06466 -1.87432 -3.20273 0.02 -0.02 0.02 0.129
H -0.19229 -6.46117 -0.12258 0.02 -0.01 0.03 0.330
H -4.46493 -0.27645 6.30453 -0.03 -0.01 -0.05 0.408
H 0.60886 2.80238 -4.93831 -0.10 0.06 0.04 0.372
H 1.26588 -3.22106 -5.61274 0.02 0.06 0.08 0.436
H 1.90837 1.60821 -4.85687 0.04 -0.04 0.05 0.288
H -0.18223 4.36789 -0.27165 0.01 0.01 0.04 0.439
H -1.46539 2.51106 2.78322 -0.20 0.20 0.03 0.333
H 1.09442 6.01006 4.21632 -0.04 -0.05 -0.13 0.446
H 0.43134 -1.57632 4.26298 -0.08 -0.01 -0.06 0.453
H -0.06179 6.82244 0.14936 0.02 -0.06 0.07 0.418
H -5.29115 -1.68126 1.05358 0.00 0.05 0.14 0.466
H -1.73424 -1.65964 -6.52687 0.02 0.09 0.10 0.492
H -6.92679 -0.34015 6.57896 0.05 -0.03 -0.09 0.390
H -0.71471 -0.41761 3.62463 -0.03 -0.01 -0.02 0.115
H 0.23894 0.05764 -7.38532 -0.03 0.03 0.12 0.477
H -3.00383 -0.36453 -3.24553 0.00 0.05 -0.04 0.426
H -3.35870 1.17443 2.76075 -0.05 -0.02 -0.09 0.702


[3]
55
Properties=species:S:1:pos:R:3:forces:R:3:mulliken_charge:R:1 method="wB97M-V/def2-TZVPD" lumo_ev=0.12 de_lowest_ev=1.884 largest_force_ha_per_bohr=0.0724 e_tot_ha=-3171.50761
Zn -1.39473 1.00967 -1.25567 -3.44 1.41 0.21 -0.662
P -0.92122 -0.94126 -2.25014 0.64 -1.78 -0.65 0.979
P 0.81661 1.11554 -0.92601 3.21 0.39 0.62 2.015
N -3.12168 0.32319 -0.48904 -1.42 -0.46 1.08 -0.737
C 1.09237 -2.05509 1.84100 0.00 -0.03 -1.10 -0.749
C 1.07699 1.06907 3.11499 0.57 0.72 0.46 -0.301
C -4.24431 0.16643 -0.20147 1.85 0.13 -0.40 0.388
C -0.01446 0.21246 2.56133 -0.41 -0.78 0.51 0.377
C 2.56046 1.08104 -0.28874 0.34 -0.27 0.67 -1.607
C 0.78099 2.92904 -0.68516 -0.25 1.01 -0.59 -1.226
C -2.38748 -1.83383 -2.82310 -0.70 -0.31 -0.50 -1.295
C 1.41455 0.40482 -2.59574 -0.53 0.31 0.14 -1.186
C -2.50010 2.66355 -2.12275 1.11 -0.48 0.16 -1.275
C 0.30631 -0.28450 -3.44504 0.18 -0.03 -0.52 -0.907
C 2.92324 -0.59187 3.66066 0.77 -0.30 -0.71 -0.883
C 0.03875 -2.36692 -1.58636 -0.25 0.06 0.29 -1.273
C 2.30455 -1.62451 1.42727 0.03 -0.49 0.00 -0.197
C 0.06078 -1.34238 2.68518 -0.35 -0.09 0.67 -1.435
C 3.40077 -1.06004 2.26098 -0.18 1.21 0.67 -0.514
C 2.31835 0.77215 3.52323 -0.26 0.41 0.45 -0.401
B -5.71141 -0.05198 0.21690 -1.03 -0.02 0.16 0.155
H -3.28282 -1.22706 -2.61602 0.37 -0.05 -0.31 0.384
H 2.25625 -1.36274 4.08473 0.24 0.50 -0.14 0.340
H -0.50278 -2.73260 -0.71268 0.11 -0.06 0.02 0.302
H 3.15192 1.80271 -0.88230 -0.34 -0.31 0.09 0.590
H 1.00638 3.09661 0.38068 0.17 -0.26 -0.32 0.288
H -0.20006 0.44971 -4.08219 0.14 -0.16 0.00 0.373
H -0.18812 0.48130 1.49687 0.07 -0.16 0.62 -0.717
H -2.38002 -2.16969 -3.87403 0.04 0.12 0.45 0.374
H -5.97049 0.78821 1.05287 0.13 0.00 0.06 -0.106
H 0.75057 2.11607 3.26351 0.39 -0.41 -0.52 0.367
H 3.02887 0.09413 -0.37796 -0.18 0.32 0.04 0.335
H -0.92291 0.50520 3.12219 0.16 -0.11 -0.45 0.505
H 1.94059 1.21558 -3.11214 -0.16 -0.24 -0.23 0.517
H -6.45637 0.12542 -0.73559 0.29 -0.10 0.02 -0.119
H 3.02902 1.58770 3.77996 -0.85 -0.39 0.01 0.281
H 1.53715 3.42239 -1.30659 -0.11 0.14 0.21 0.366
H -2.49507 -2.71147 -2.15806 0.18 0.31 -0.39 0.377
H -0.93067 -1.69932 2.30218 0.79 0.17 0.44 0.410
H 0.75124 -1.08102 -4.06545 -0.18 0.37 0.08 0.471
H 4.15663 -1.83927 2.42203 -0.18 -0.10 -0.35 0.395
H -2.11472 3.69050 -1.99631 -0.11 -0.44 0.02 0.374
H 0.11257 -1.64768 3.74910 -0.19 0.27 -0.34 0.419
H 0.70420 -2.98310 1.38175 -0.09 0.96 -0.55 0.650
H -3.48556 2.56514 -1.63767 0.49 0.03 -0.36 0.287
H -2.55174 2.46965 -3.20494 -0.26 0.09 0.28 0.282
H 2.65105 -1.77113 0.39539 -0.07 -1.31 0.40 0.582
H 2.18527 -0.33934 -2.30896 -0.53 0.44 -0.08 0.387
H -0.20259 3.38753 -0.84635 0.34 -0.24 -0.25 0.404
H -5.83477 -1.17035 0.68155 0.13 0.07 -0.10 -0.127
H 1.05484 -2.12154 -1.27479 -0.11 0.08 -0.04 0.245
H 3.90294 -0.22935 1.72892 0.00 -0.31 0.36 0.274
H 2.61154 1.40373 0.75975 -0.10 -0.17 -0.28 0.318
H 0.06535 -3.17711 -2.32902 0.02 0.31 0.07 0.485
H 3.82300 -0.53338 4.29725 -0.49 0.02 -0.07 0.422